(1)
Density functional theory data (wB97M-V/def2-TZVPD) for C9H10NO6Yb as an isolated structure in a non-equilibrium geometry.

Geometry as XYZ:
```
27
Properties=species:S:1:pos:R:3:mulliken_spin:R:1
O 0.099 -0.241 -7.386 0.000
C 0.386 -0.235 -6.288 0.000
Yb -0.661 -0.266 -1.694 1.005
O 1.823 -0.259 -3.368 0.010
C 0.891 -0.261 -2.698 -0.002
C -2.406 -0.277 -1.085 -0.006
O -3.507 -0.284 -0.760 0.001
C -0.740 -2.104 -1.873 0.004
O -0.814 -3.238 -2.035 0.000
C -0.776 1.566 -1.911 -0.009
O -0.871 2.695 -2.096 -0.004
H -1.354 -0.287 -3.111 0.002
C 0.716 0.535 3.699 0.000
N 0.934 -0.055 2.384 0.000
C 2.049 -0.976 2.200 0.000
C 0.107 0.220 1.318 0.000
C -1.072 1.163 1.442 0.000
O 0.337 -0.328 0.240 -0.002
H 1.467 0.194 4.441 0.000
H -0.284 0.240 4.084 0.000
H 0.789 1.641 3.637 0.000
H 1.670 -1.970 1.880 0.000
H 2.740 -0.582 1.425 0.000
H 2.635 -1.122 3.133 0.000
H -0.968 1.993 0.718 0.000
H -2.013 0.614 1.263 0.000
H -1.179 1.625 2.441 0.000
```

Properties
Charge ... +2
Energy above the lowest of the compared OMol25 structures with the same formula, charge and spin ... 345.2 kcal/mol
Molecular weight ... 401.22 g mol⁻¹
2S+1 ... 2
LUMO (alpha / beta) ... -12.2 / -12.1 eV
Gap between HOMO and LUMO (alpha / beta) ... 5.00 / 5.02 eV

(2)
Density functional theory data (wB97M-V/def2-TZVPD) for a 3-piece molecular cluster, C35H57ClF9I2N4O7S overall in a non-equilibrium geometry.

Geometry as XYZ:
```
116
Properties=species:S:1:pos:R:3:mulliken_spin:R:1
C -0.419 -4.324 -1.643 -0.001
C 0.623 -3.472 -2.636 0.000
C -0.295 -2.585 -3.661 0.000
C -0.735 -1.212 -2.812 0.000
N -1.316 -0.126 -3.665 0.000
C -0.367 1.014 -3.981 0.000
C 0.083 0.837 -5.587 0.000
Cl 1.672 -0.183 -5.752 0.000
O 0.393 2.093 -6.264 0.000
C -0.858 2.841 -6.247 0.000
C -1.662 2.867 -4.795 0.000
C -2.980 1.972 -5.162 0.000
C -4.041 2.863 -6.041 0.000
O -4.695 2.220 -7.050 0.000
O -4.410 4.268 -5.837 0.000
N -0.811 2.398 -3.590 0.000
C 0.325 3.435 -3.437 0.000
I 0.314 5.519 -4.259 0.000
C 1.578 3.258 -2.657 0.001
C 1.938 1.993 -1.756 0.001
I 3.188 4.812 -2.528 0.000
S -1.630 2.561 -2.049 0.000
O -1.351 1.380 -1.037 0.000
O -1.066 3.802 -1.228 0.000
C -3.445 2.844 -1.927 0.000
F -4.053 3.802 -2.912 0.000
F -3.689 3.612 -0.633 0.000
C -4.401 1.508 -1.648 0.000
F -4.569 1.322 -0.154 0.000
F -3.853 0.229 -2.120 0.000
C -5.956 1.706 -2.204 0.000
F -6.565 2.970 -1.642 0.000
F -6.028 1.790 -3.706 0.000
C -6.980 0.498 -1.782 0.000
F -8.267 0.785 -2.524 0.000
F -7.380 0.514 -0.332 0.000
F -6.569 -0.860 -2.257 0.000
H -0.951 -3.643 -0.854 0.002
H 0.135 -5.198 -1.065 0.000
H -1.280 -4.854 -2.270 0.000
H 1.255 -4.282 -3.197 0.000
H 1.266 -2.804 -1.886 0.000
H 0.187 -2.351 -4.698 0.000
H -1.280 -3.220 -3.894 0.000
H 0.098 -0.892 -2.052 0.000
H -1.634 -1.599 -2.124 0.000
H -1.826 -0.478 -4.503 0.000
H 0.626 0.619 -3.507 0.000
H -0.701 0.244 -6.218 0.000
H -1.516 2.382 -7.133 0.000
H -0.610 3.935 -6.657 0.000
H -2.152 3.938 -4.590 0.000
H -2.682 1.058 -5.874 0.000
H -3.561 1.488 -4.291 0.000
H -4.013 4.874 -6.530 0.000
H 2.855 1.418 -2.261 0.000
H 1.151 1.196 -1.496 -0.001
H 2.381 2.385 -0.718 0.000
C -1.500 -6.847 5.074 0.008
C -1.018 -5.633 4.232 0.033
C -1.280 -4.293 4.976 0.018
C -2.719 -3.808 4.911 -0.019
C -3.189 -3.750 3.463 0.017
C -3.034 -5.108 2.735 0.025
N -1.646 -5.689 2.867 0.294
O -0.814 -4.978 1.988 0.629
C -4.095 -6.092 3.291 0.014
C -3.467 -4.921 1.244 -0.014
C 0.543 -5.820 4.217 -0.004
H -2.497 -7.204 4.831 -0.006
H -0.852 -7.719 4.926 -0.001
H -1.498 -6.617 6.146 -0.001
H -0.646 -3.506 4.548 0.003
H -0.981 -4.376 6.028 0.002
H -3.366 -4.455 5.511 0.000
H -2.789 -2.808 5.355 0.002
H -4.238 -3.425 3.441 0.000
H -2.622 -2.974 2.938 0.003
H -3.958 -7.102 2.888 -0.008
H -5.112 -5.776 3.015 0.000
H -4.111 -6.153 4.382 0.001
H -2.892 -4.143 0.730 0.003
H -4.519 -4.616 1.174 0.000
H -3.361 -5.857 0.681 0.000
H 0.832 -6.714 3.651 -0.001
H 0.927 -5.939 5.238 0.000
H 1.067 -4.960 3.785 0.000
C 5.199 1.216 2.822 0.017
C 5.990 2.377 2.157 0.014
C 7.284 2.705 2.955 0.019
C 7.057 3.534 4.209 -0.017
C 6.269 4.793 3.871 0.019
C 4.924 4.479 3.170 0.028
N 5.083 3.563 1.980 0.271
O 5.597 4.336 0.927 0.646
C 3.954 3.862 4.211 0.018
C 4.233 5.832 2.798 -0.009
C 6.467 1.739 0.802 -0.015
H 4.401 1.529 3.489 -0.004
H 4.700 0.590 2.072 0.000
H 5.860 0.562 3.404 -0.001
H 7.980 3.260 2.313 0.002
H 7.807 1.782 3.230 0.004
H 6.544 2.938 4.971 0.001
H 8.024 3.816 4.640 0.002
H 6.092 5.361 4.794 0.002
H 6.885 5.436 3.234 0.002
H 3.025 3.520 3.742 -0.006
H 3.670 4.601 4.975 0.000
H 4.385 3.032 4.775 0.001
H 4.860 6.466 2.160 0.000
H 4.019 6.425 3.696 0.000
H 3.279 5.661 2.284 0.001
H 5.620 1.532 0.138 0.002
H 6.983 0.788 0.985 0.000
H 7.175 2.378 0.262 0.002
```

Properties
Charge ... +1
Molecular weight ... 1138.17 g mol⁻¹
2S+1 ... 3
LUMO (alpha / beta) ... -5.4 / -5.4 eV
Gap between HOMO and LUMO (alpha / beta) ... 5.13 / 5.72 eV

Calculated total energy values (in a.u.) by entry order: -2012.62554; -4464.97206.